Record 1
Formula: C17H32FN2O8
Source: the OMol25 dataset
Level of theory: ωB97M-V/def2-TZVPD

Total charge: +1
Kohn-Sham gap (eV): 9.85

Atoms and positions in Å:
H (3.12, 1.98, 5.40)
C (-6.60, 0.17, -0.62)
C (1.71, 1.64, 3.75)
O (2.49, -1.62, -6.03)
H (-2.91, 0.77, 4.59)
H (5.06, -1.59, -3.39)
H (-3.74, 1.92, 0.06)
H (0.43, 0.01, 5.20)
N (3.86, 1.56, 3.40)
H (3.59, 1.77, 0.20)
H (-4.20, 1.42, -1.57)
H (-3.22, -0.34, 3.26)
O (3.13, -1.85, -3.88)
H (5.38, 0.58, -4.54)
C (-3.70, 1.10, -0.66)
C (2.90, 1.75, 4.37)
H (3.96, 0.65, -3.48)
C (-8.83, 0.69, -1.03)
C (4.37, 0.19, -4.38)
H (4.80, -1.79, -5.12)
O (-7.77, 0.51, -0.08)
C (4.20, -1.38, 1.52)
H (-1.08, -1.09, 3.88)
F (5.34, 1.37, 1.13)
C (2.27, -1.93, -4.89)
H (-2.65, 0.89, -0.89)
C (-0.26, 0.70, 4.70)
O (-6.38, 0.04, -1.80)
O (0.47, 1.81, 4.16)
C (-4.35, -0.13, -0.08)
C (-2.56, 0.45, 3.61)
H (4.33, -0.49, -0.47)
C (4.00, 1.08, 0.93)
C (4.42, -1.32, -4.22)
H (-0.46, -0.74, 1.95)
H (-0.23, -1.53, -5.76)
C (-1.12, -0.03, 3.65)
N (1.99, 1.39, 2.41)
H (4.54, -2.31, 1.06)
H (3.75, 0.48, -5.22)
H (2.73, -0.44, 0.24)
H (-0.75, -3.01, -4.90)
H (5.00, -1.00, 2.16)
O (-5.69, 0.12, 0.36)
H (0.41, -3.12, -6.24)
H (-2.63, 1.29, 2.91)
H (-8.95, -0.19, -1.65)
H (-8.64, 1.56, -1.65)
C (0.07, -2.52, -5.40)
H (-9.73, 0.85, -0.43)
H (1.28, 1.27, 1.70)
H (4.86, 1.58, 3.54)
H (3.36, -1.63, 2.16)
C (3.30, 1.35, 2.22)
O (1.11, -2.40, -4.42)
H (-3.83, -0.46, 0.82)
O (-0.51, 0.13, 2.35)
H (-0.90, 1.16, 5.45)
C (3.80, -0.35, 0.47)
H (-4.35, -0.96, -0.79)

Atomic partial charges in e from the natural (NBO) method, atoms 1 to 4: 0.26 0.98 0.46 -0.64


Record 2
Formula: C6H8O2
Source: the OMol25 dataset
Level of theory: ωB97M-V/def2-TZVPD

Kohn-Sham gap (eV): 9.90

Atoms and positions in Å:
H (1.19, 1.90, 0.36)
O (1.71, -1.96, 0.30)
H (-0.16, 2.25, -0.95)
H (1.56, -0.47, -1.70)
H (-1.78, 1.23, 0.71)
C (-0.64, 1.08, 1.04)
C (-0.33, -0.47, 1.00)
H (-0.92, -1.02, 1.71)
C (0.31, 1.45, -0.31)
H (-1.29, 0.07, -0.97)
H (0.18, -2.42, -1.10)
C (-0.65, -0.64, -0.65)
O (-0.89, -2.00, -0.99)
C (1.09, -0.78, 0.41)
C (0.72, 0.11, -0.83)
H (-0.08, 1.66, 1.99)

Atomic partial charges in e from the natural (NBO) method, atoms 1 to 4: 0.22 -0.61 0.24 0.27


Record 3
Formula: C21H51IO10P
Source: the OMol25 dataset
Level of theory: ωB97M-V/def2-TZVPD

Total charge: +1
Kohn-Sham gap (eV): 7.15

Atoms and positions in Å:
O (-0.14, -4.04, 5.45)
H (1.27, 5.99, 0.78)
O (-0.96, 2.15, -0.45)
H (-4.30, -5.73, -3.98)
C (3.08, 3.51, -3.13)
H (-1.11, -2.10, 1.70)
H (2.71, 5.73, -0.22)
H (0.72, 1.76, 1.41)
C (1.02, -3.35, 5.88)
H (-4.78, -3.30, -2.48)
C (1.84, 3.60, 1.51)
H (-0.03, -6.00, 6.16)
C (0.79, 2.65, 2.05)
H (1.10, 5.64, -0.95)
C (-0.87, 0.76, -0.65)
H (-3.16, -1.19, -3.98)
C (4.45, 3.73, -2.43)
C (-4.31, -2.91, -3.38)
H (4.44, 4.73, -1.99)
C (-3.61, -1.61, -3.07)
O (-0.47, 3.18, 2.36)
C (-1.66, -0.11, 3.87)
C (-0.97, -0.39, -5.10)
H (0.67, 2.88, -2.42)
H (0.15, -3.66, 3.14)
H (-1.07, 0.20, 0.27)
H (-1.01, -2.32, -1.14)
H (2.54, 4.45, -3.19)
C (-0.48, -1.58, -3.08)
C (-1.39, 3.65, 1.38)
C (1.68, 5.42, -0.05)
C (-3.53, -5.16, -3.45)
H (-0.40, -0.55, -2.78)
H (-0.77, -5.74, 4.57)
O (-1.37, -1.46, 3.62)
I (3.28, 2.76, -5.11)
C (4.86, 2.70, -1.38)
H (2.73, 0.43, -2.83)
H (-2.57, -5.66, -3.60)
H (-2.37, 1.79, 1.03)
C (0.03, -5.42, 5.23)
H (-5.11, -2.68, -4.11)
H (-3.77, -5.17, -2.38)
H (0.00, -0.07, -5.49)
O (-2.68, -1.69, -2.01)
H (4.51, 2.94, -0.38)
H (2.26, 2.36, -0.91)
C (0.58, -2.70, 2.84)
H (0.52, -2.04, -3.01)
H (-0.98, 4.50, 0.81)
H (-0.79, 0.53, 3.68)
C (-1.43, -2.35, -2.15)
H (1.16, 2.32, 3.03)
H (2.12, -1.59, 5.54)
H (-1.95, -0.01, 4.92)
H (-2.50, 0.24, 3.25)
H (1.91, -3.99, 5.79)
C (-0.51, -1.70, 2.53)
H (-0.04, -0.76, 2.19)
H (0.91, -3.07, 6.93)
C (-1.95, 2.61, 0.45)
H (-1.49, -3.40, -2.44)
H (1.96, 4.45, 2.19)
H (4.55, 1.68, -1.64)
H (-1.66, -0.51, -5.93)
H (0.40, -1.40, 5.23)
H (5.21, 3.75, -3.20)
O (-0.90, -1.63, -4.43)
H (2.80, 3.05, 1.51)
H (-2.22, 4.03, 1.97)
P (1.96, 2.41, -2.27)
H (5.95, 2.66, -1.31)
C (1.24, -2.07, 5.10)
H (1.12, -2.87, 1.90)
H (-2.77, 3.07, -0.13)
H (-1.36, 0.39, -4.43)
H (-4.37, -0.91, -2.72)
O (1.58, -2.25, 3.73)
H (-1.51, 0.38, -1.44)
O (1.90, 0.93, -2.84)
O (1.57, 4.02, 0.18)
H (0.99, -5.64, 4.74)
H (0.16, 0.56, -0.93)
O (-3.41, -3.84, -3.94)

Atomic partial charges in e from the Mulliken method, atoms 1 to 4: -0.32 0.47 -0.23 0.30


Record 4
Formula: C3H25NO10
Source: the OMol25 dataset
Level of theory: ωB97M-V/def2-TZVPD

Kohn-Sham gap (eV): 10.24

Atoms and positions in Å:
O (-1.94, -1.05, 3.34)
H (1.83, 2.68, -1.67)
H (0.76, -0.48, -2.89)
H (-2.93, 0.23, -3.15)
H (-1.13, -3.68, -0.73)
O (-1.65, -2.73, 0.88)
H (-3.39, -0.89, 0.52)
H (-1.59, -0.82, 2.47)
C (2.59, -0.45, 1.88)
O (0.13, 3.00, -1.33)
H (-0.47, -3.08, -2.00)
H (-0.91, -2.71, 1.49)
H (-1.71, 2.50, -0.27)
H (2.24, -0.81, 2.83)
O (0.02, -0.29, -3.48)
H (0.60, 0.93, 0.72)
H (0.01, 2.40, -0.60)
H (0.30, 3.87, -0.95)
O (1.42, -2.13, 0.59)
H (-1.35, -1.77, 3.61)
H (-0.13, 0.69, -3.46)
O (-0.94, -3.84, -1.67)
O (-2.26, 0.33, -2.47)
H (0.02, -0.25, -0.25)
H (3.85, 1.28, 2.24)
H (2.33, 1.58, 2.86)
C (1.63, -0.96, 0.86)
H (3.65, -0.79, 1.82)
O (-1.53, 1.87, 0.44)
O (2.76, 2.48, -1.44)
H (-1.42, -0.13, -2.76)
N (0.79, 0.01, 0.39)
H (-2.68, -0.34, -0.96)
H (-1.91, -1.84, 0.59)
H (2.83, 1.64, -0.98)
H (-2.37, 1.36, 0.42)
C (2.80, 1.11, 2.00)
O (-2.69, -0.47, 0.01)
H (2.44, 1.56, 1.11)

Atomic partial charges in e from the natural (NBO) method, atoms 1 to 4: -0.93 0.49 0.50 0.49


Record 5
Formula: C5H6FNO
Source: the OMol25 dataset
Level of theory: ωB97M-V/def2-TZVPD

Kohn-Sham gap (eV): 9.59

Atoms and positions in Å:
C (0.09, 0.45, -0.07)
N (1.49, 2.64, 0.05)
C (-2.24, -0.61, 0.06)
H (2.38, -1.77, 0.18)
C (0.85, 1.70, 0.04)
O (0.71, -0.70, 0.02)
H (-1.64, -1.51, -0.04)
H (2.62, -0.15, 0.69)
H (-3.02, -0.53, -0.71)
H (-2.64, -0.54, 1.09)
F (-1.83, 1.74, -0.08)
C (2.09, -0.76, -0.07)
C (-1.29, 0.51, -0.08)
H (2.42, -0.47, -1.08)

Atomic partial charges in e from the natural (NBO) method, atoms 1 to 4: 0.10 -0.29 -0.69 0.20


Record 6
Formula: C3H13N4
Source: the OMol25 dataset
Level of theory: ωB97M-V/def2-TZVPD

Total charge: +1
Kohn-Sham gap (alpha / beta) (eV): 7.96 / 7.96

Atoms and positions in Å:
H (0.75, 0.85, -2.88)
H (-2.69, -1.99, -0.11)
H (1.77, 3.44, 0.22)
N (-1.05, -1.38, 0.95)
C (0.43, 0.21, -2.01)
H (-1.26, 1.19, 0.48)
H (0.07, -2.85, 1.64)
H (1.11, -1.39, 1.09)
H (1.26, -0.49, -1.97)
C (-2.34, -1.87, 0.83)
N (2.10, 2.51, 0.48)
N (0.19, 1.12, -0.95)
N (-0.87, 0.78, -0.40)
H (1.04, 1.66, -0.38)
H (-0.46, -0.34, -2.34)
H (2.83, 2.16, -0.09)
H (2.34, 2.37, 1.46)
C (0.06, -1.92, 1.23)
H (-2.40, -2.94, 1.42)
H (-2.88, -1.12, 1.32)

Atomic partial charges in e from the natural (NBO) method, atoms 1 to 4: 0.23 0.22 0.41 -0.40


Record 7
Formula: C9H11FN2O
Source: the OMol25 dataset
Level of theory: ωB97M-V/def2-TZVPD

Kohn-Sham gap (eV): 9.37

Atoms and positions in Å:
N (2.41, -1.29, -0.35)
C (-1.50, -0.62, -1.81)
H (-0.12, -2.47, -0.35)
N (2.57, 0.97, -0.32)
C (1.31, 0.58, -0.13)
O (3.23, -0.18, -0.44)
H (-2.27, -0.81, 0.26)
H (1.03, -2.25, 2.00)
H (-0.77, 0.02, -2.37)
C (-0.97, 0.80, 0.02)
H (0.74, 3.07, 1.35)
H (-1.43, -1.57, -2.31)
F (-2.15, 1.51, 0.18)
H (-0.49, 3.47, 0.17)
H (-2.51, -0.18, -2.06)
H (-0.29, -1.14, 2.36)
H (1.32, 3.36, -0.10)
C (-0.07, -1.52, 0.18)
C (-1.25, -0.62, -0.24)
C (1.23, -0.82, -0.19)
C (0.25, 1.43, 0.14)
H (-0.68, -2.71, 1.94)
C (0.01, -1.95, 1.67)
C (0.40, 2.91, 0.39)

Atomic partial charges in e from the natural (NBO) method, atoms 1 to 4: -0.08 -0.61 0.23 -0.07


Record 8
Formula: C6H19O6
Source: the OMol25 dataset
Level of theory: ωB97M-V/def2-TZVPD

Total charge: -1
Kohn-Sham gap (eV): 8.72

Atoms and positions in Å:
C (1.36, 1.51, 0.77)
H (-1.05, 1.02, 1.88)
H (0.55, -2.71, -0.29)
H (1.64, 2.61, 0.69)
O (-0.50, -0.02, -2.13)
H (-2.43, 2.00, -2.73)
C (1.93, 0.55, -0.35)
H (-3.42, -1.47, 1.21)
H (1.20, -1.79, -1.71)
H (-1.95, -2.24, 0.58)
H (2.38, -1.40, 0.26)
O (-1.87, -1.38, -0.98)
O (-4.10, -0.90, 0.83)
H (4.10, 0.05, -0.09)
H (3.65, 0.61, -1.71)
H (0.97, -0.71, 1.00)
O (-1.12, 1.31, 2.79)
C (0.61, -1.67, -0.78)
O (-1.86, -2.31, 1.53)
O (-2.67, 1.66, -1.91)
H (0.23, 1.47, 0.72)
H (-2.07, 0.82, -1.94)
H (1.75, 1.21, 1.77)
H (3.69, 1.84, -0.47)
C (3.44, 0.76, -0.61)
C (1.52, -0.83, 0.07)
C (-0.78, -0.93, -1.31)
H (-1.66, 2.16, 2.51)
H (1.47, 0.78, -1.45)
H (-3.85, -0.38, 0.09)
H (-1.19, -1.61, 1.74)

Atomic partial charges in e from the natural (NBO) method, atoms 1 to 4: -0.59 0.47 0.20 0.19


Record 9
Formula: C32H34OPRe
Source: the OMol25 dataset
Level of theory: ωB97M-V/def2-TZVPD

Expectation value of S²: 3.767
Total charge: +1
Kohn-Sham gap (alpha / beta) (eV): 6.46 / 6.82
Spin multiplicity: 4

Atoms and positions in Å:
H (-4.61, -2.56, 5.51)
C (-1.90, 4.24, 2.81)
H (-2.83, -0.45, 1.20)
H (3.49, -2.40, 5.11)
C (1.79, 1.41, -0.69)
C (0.27, 3.26, 4.28)
C (2.05, 0.15, 6.87)
H (-2.25, -3.42, 5.66)
H (0.47, 1.41, 6.14)
C (-3.78, -1.95, 5.12)
H (-1.02, -2.36, 1.93)
C (2.11, -0.84, -0.11)
H (-3.15, 1.07, 3.68)
C (-2.46, -2.44, 5.21)
C (-0.41, -2.32, -0.25)
C (2.90, -0.92, 6.57)
H (-5.07, -0.31, 4.49)
C (-0.60, 2.37, 3.64)
C (2.83, -1.54, 5.33)
C (0.10, 2.19, -4.62)
C (-1.11, -1.91, 0.95)
H (1.84, -1.65, 3.42)
H (1.73, 2.17, 1.40)
C (-0.03, 4.62, 4.31)
H (-1.38, 6.17, 3.64)
C (1.89, 1.33, 0.72)
C (-2.97, 0.10, 4.10)
H (-0.40, -2.01, 4.78)
H (0.59, 5.29, 4.91)
H (-2.70, -0.14, -1.45)
H (1.15, 2.87, 4.78)
C (-2.02, -0.75, -0.85)
H (1.14, 2.14, -4.29)
C (1.84, 0.08, -1.23)
C (-4.03, -0.68, 4.56)
O (-0.10, 0.28, 2.19)
H (-2.38, 1.40, -3.97)
C (-2.09, -0.92, 0.56)
H (0.27, -3.15, -0.34)
C (-0.48, 0.84, -4.71)
H (-0.05, -1.24, -4.84)
H (-2.75, 4.63, 2.24)
H (1.38, -0.18, -4.80)
C (1.93, -1.10, 4.36)
H (0.41, -0.32, -6.28)
C (0.36, -0.28, -5.18)
C (1.16, 0.61, 5.90)
C (-0.91, -1.51, -1.35)
H (0.09, 2.71, -5.59)
H (1.69, 2.34, -1.25)
Re (0.05, -0.35, 0.17)
H (2.52, -1.85, -0.18)
C (-1.66, -0.38, 4.20)
H (-0.46, 2.80, -3.91)
C (-1.13, 5.11, 3.60)
H (2.39, -0.40, 2.08)
H (3.60, -1.27, 7.33)
H (-2.22, -0.33, -4.35)
H (-2.17, 2.23, 2.13)
C (1.11, 0.02, 4.63)
H (-0.75, -1.69, -2.41)
C (-1.42, -1.65, 4.73)
H (2.05, -0.15, -2.27)
H (2.05, 0.64, 7.84)
P (-0.27, 0.62, 3.66)
H (-2.40, 0.85, -5.65)
C (2.13, -0.04, 1.09)
C (-1.60, 2.88, 2.79)
C (-1.94, 0.68, -4.67)

Atomic partial charges in e from the natural (NBO) method, atoms 1 to 4: 0.23 -0.23 0.26 0.23


Record 10
Formula: CH3Cl2OPS
Source: the OMol25 dataset
Level of theory: ωB97M-V/def2-TZVPD

Kohn-Sham gap (eV): 9.07

Atoms and positions in Å:
C (-1.30, 0.45, -0.19)
Cl (-2.26, 1.15, 1.03)
H (0.33, -0.13, 2.06)
H (-1.89, -0.03, -1.11)
P (-0.26, -1.02, 0.57)
H (-0.74, 1.28, -0.62)
S (1.67, -0.17, -0.14)
Cl (1.72, -0.66, -2.19)
O (2.73, -0.87, 0.59)

Atomic partial charges in e from the natural (NBO) method, atoms 1 to 4: -0.74 0.02 0.02 0.25


Record 11
Formula: C20H24AsFN2OP2S4W
Source: the OMol25 dataset
Level of theory: ωB97M-V/def2-TZVPD

Kohn-Sham gap (alpha / beta) (eV): 7.11 / 7.11

Atoms and positions in Å:
N (0.49, 0.32, -2.69)
P (-0.17, -3.33, 1.71)
C (1.38, -1.94, -1.69)
H (-0.48, -4.64, -2.58)
S (-2.00, 0.24, -0.49)
C (1.49, -3.83, 1.23)
H (-0.74, -2.31, -1.79)
C (4.73, 1.14, 0.13)
H (-0.84, -5.63, 2.01)
H (2.85, 0.88, -3.23)
C (-0.10, -3.04, 3.47)
C (-1.51, 3.15, -3.89)
C (-0.08, 1.58, -2.82)
H (2.15, -2.98, 1.36)
C (0.39, -4.04, -2.37)
C (3.44, 0.60, 0.10)
H (0.08, 4.36, -1.17)
C (-1.22, -4.77, 1.45)
W (-0.39, -0.06, 0.87)
H (0.28, -3.93, 3.97)
H (1.78, -5.61, -2.85)
H (5.13, 1.83, -3.16)
C (-0.98, 1.88, -3.85)
C (2.77, 0.50, -1.12)
C (2.79, -3.81, -2.25)
C (3.39, 0.95, -2.29)
C (-1.14, 4.08, -2.92)
H (-1.10, -2.81, 3.85)
H (3.78, -4.23, -2.36)
H (0.16, -0.40, -3.32)
S (-2.86, 3.24, 2.04)
C (1.66, -4.58, -2.52)
H (6.33, 2.00, -1.00)
H (1.81, -4.66, 1.86)
H (-1.24, -5.00, 0.39)
H (-2.22, 3.42, -4.66)
F (1.32, -0.85, 1.62)
O (-0.75, -2.20, 0.90)
H (1.49, -4.14, 0.19)
C (2.64, -2.49, -1.84)
C (-0.23, 3.68, -1.96)
H (3.52, -1.89, -1.64)
N (0.30, 2.46, -1.91)
S (-1.29, 0.04, 3.20)
P (1.10, -0.21, -1.19)
C (5.34, 1.57, -1.03)
H (5.24, 1.22, 1.08)
S (0.62, 2.14, 1.31)
C (0.25, -2.73, -1.94)
H (2.97, 0.27, 1.01)
C (4.66, 1.48, -2.24)
As (-1.28, 1.95, 2.24)
H (0.55, -2.19, 3.66)
H (-1.27, 1.12, -4.57)
H (-2.23, -4.53, 1.78)
H (-1.55, 5.08, -2.91)

Atomic partial charges in e from the natural (NBO) method, atoms 1 to 4: -0.93 1.99 -0.40 0.22


Copy entry 5 word for word.
Formula: C5H6FNO
Source: the OMol25 dataset
Level of theory: ωB97M-V/def2-TZVPD

Kohn-Sham gap (eV): 9.59

Atoms and positions in Å:
C (0.09, 0.45, -0.07)
N (1.49, 2.64, 0.05)
C (-2.24, -0.61, 0.06)
H (2.38, -1.77, 0.18)
C (0.85, 1.70, 0.04)
O (0.71, -0.70, 0.02)
H (-1.64, -1.51, -0.04)
H (2.62, -0.15, 0.69)
H (-3.02, -0.53, -0.71)
H (-2.64, -0.54, 1.09)
F (-1.83, 1.74, -0.08)
C (2.09, -0.76, -0.07)
C (-1.29, 0.51, -0.08)
H (2.42, -0.47, -1.08)

Atomic partial charges in e from the natural (NBO) method, atoms 1 to 4: 0.10 -0.29 -0.69 0.20